Record 1
Entry from OMol25: a molecular structure, C7H11AgIO4 (ωB97M-V with the def2-TZVPD basis set).

Geometry as XYZ:
```
24
Properties=species:S:1:pos:R:3:forces:R:3:mulliken_charge:R:1
C 1.37687 1.21519 1.29577 -0.29 0.26 -1.10 -1.68
C 1.24552 0.73623 -0.15939 0.22 -0.91 1.41 1.02
O 1.86779 1.67952 -1.07973 -0.36 0.01 -0.48 -0.80
C 1.90185 -0.67814 -0.26729 -1.22 0.53 0.33 -0.97
C 0.77508 -1.68665 -0.46819 1.21 1.53 2.15 0.62
O 0.70279 -2.36114 -1.40771 -0.53 -1.95 -3.22 -0.51
O -0.11611 -1.70452 0.54797 -0.16 0.85 0.10 -0.34
C -1.46386 -1.42009 0.11745 -0.58 0.22 0.77 -0.71
C -2.01838 -0.19552 0.90694 -0.40 -1.10 -0.81 -0.24
C -2.79226 0.68123 -0.07099 -0.32 -3.78 1.78 0.14
O -2.49588 1.76487 -0.26872 0.96 4.58 -1.35 -0.40
I -4.46098 -0.26866 -1.02731 -0.14 -0.10 -0.08 0.08
H 0.62000 1.97506 1.48458 0.30 0.27 0.20 0.38
H 2.39365 1.58613 1.41017 -0.05 0.12 0.35 0.46
H 1.19198 0.37625 1.95962 0.04 -0.02 0.08 0.42
H 0.18649 0.68865 -0.40566 -0.01 -0.02 -0.28 0.16
H 1.15228 2.10043 -1.58269 -0.12 0.54 0.78 0.49
H 2.35164 -0.92406 0.68913 0.56 0.07 -0.10 0.35
H 2.61666 -0.72719 -1.09025 0.11 -0.29 0.09 0.40
H -2.10123 -2.26892 0.33269 0.13 -0.29 -0.29 0.43
H -1.48421 -1.19338 -0.94799 0.10 -0.34 -0.08 0.49
H -1.19506 0.35110 1.35049 -0.10 0.30 0.07 0.14
H -2.72431 -0.53073 1.66262 0.13 0.00 0.23 0.36
Ag 2.46970 0.80432 -2.98154 0.52 -0.47 -0.54 0.74
```
Forces are in eV/Å.

The HOMO-LUMO gap is 6.5 eV. Its charge is +1. The calculation puts the highest occupied orbital energy at -12.5 eV. The LUMO energy comes out at -6.0 eV.

=====

Record 2
Entry from OMol25: C7H11BO2 in the gas phase (ωB97M-V with the def2-TZVPD basis set).

Geometry as XYZ:
```
21
Properties=species:S:1:pos:R:3:forces:R:3:mulliken_charge:R:1
C -1.82897 -0.13571 1.35749 -0.08 0.01 0.14 -1.14
C -0.83199 -0.46459 0.33847 5.11 3.99 -1.25 0.40
C 0.59126 0.66494 -0.01233 -5.28 -4.35 1.38 0.13
B 0.83767 1.89825 0.85376 0.13 0.18 -0.18 0.65
O 1.71724 2.83090 0.35646 0.24 0.04 -0.26 -0.54
O 0.21126 2.08740 2.05782 -0.24 -0.19 0.25 -0.55
C 1.29418 0.24275 -1.15765 0.24 0.49 -0.11 -0.53
C 1.18478 -0.96082 -1.74943 -0.06 -0.47 -0.04 -0.45
C 0.30569 -2.05091 -1.20864 -0.08 0.22 -0.07 -0.75
C -1.02011 -1.49210 -0.70093 0.08 -0.18 0.00 -0.59
H -1.50608 0.69911 1.96861 -0.12 -0.02 0.06 0.23
H -2.00503 -1.00568 1.99555 -0.09 -0.04 0.09 0.34
H -2.78494 0.10618 0.88058 -0.12 0.02 0.02 0.28
H 1.87614 3.59404 0.91270 0.03 0.11 0.07 0.25
H 0.42830 2.91372 2.48955 0.02 0.12 0.10 0.25
H 1.99027 0.97183 -1.55368 0.18 -0.01 -0.16 0.39
H 1.80905 -1.21048 -2.59498 0.10 0.11 -0.08 0.40
H 0.11216 -2.79803 -1.98090 0.05 -0.01 0.06 0.36
H 0.82828 -2.55424 -0.38355 -0.03 -0.03 0.01 0.29
H -1.65087 -2.30326 -0.32099 -0.04 0.04 -0.04 0.35
H -1.55828 -1.03329 -1.54792 -0.05 -0.02 0.01 0.26
```
Forces are in eV/Å.

The HOMO-LUMO gap (spin up / spin down) is 7.0 / 7.7 eV. The calculation puts the highest occupied orbital energy (spin up / spin down) at -7.1 / -7.3 eV. The LUMO energy (spin up / spin down) comes out at -0.1 / 0.4 eV. As for the energy above the lowest of the compared OMol25 structures with the same formula, charge and spin: 34.42 kcal per mole.

=====

Record 3
Entry from OMol25: a molecular structure, C7H11BrClF6NO7P2S2 (ωB97M-V with the def2-TZVPD basis set).

Geometry as XYZ:
```
38
Properties=species:S:1:pos:R:3:forces:R:3:mulliken_charge:R:1
C 0.73034 0.26424 1.86976 -0.25 0.32 -0.10 -1.37
C -0.29201 0.66519 0.80365 0.52 0.38 0.38 0.22
Br -0.90566 -0.87922 -0.17020 -0.63 -0.04 0.24 -0.14
C -1.45689 1.46707 1.40366 -0.03 0.24 -0.44 -1.00
P -3.08565 1.14396 0.64798 0.69 -0.08 0.65 0.31
C -4.12078 2.63585 0.91605 0.58 0.19 -0.23 -0.73
C -4.36692 2.99865 2.35435 -0.49 -0.04 0.26 0.42
O -5.37232 2.79825 2.93784 -0.08 -0.01 -0.03 -0.39
Cl -3.02709 3.83139 3.14937 0.19 0.05 -0.02 -0.15
P -4.41493 -0.55839 1.33742 -1.43 -0.42 -0.96 0.24
O -3.47799 -1.83896 1.41690 0.16 0.14 0.49 -0.36
O -4.74985 -0.09222 2.84042 0.68 -0.10 0.29 -0.39
H 0.52354 -0.73512 2.23987 0.15 -0.08 0.11 0.37
H 1.73580 0.32758 1.46702 0.07 -0.33 -0.10 0.27
H 0.67109 0.97599 2.69430 0.05 0.00 0.11 0.47
H 0.21616 1.29823 0.08226 -0.12 -0.19 -0.32 0.43
H -1.54972 1.34210 2.48172 -0.09 -0.21 0.08 0.55
H -1.24914 2.52735 1.25080 -0.04 0.11 0.10 0.55
H -2.94627 1.05174 -0.73151 -0.09 0.13 -0.14 0.24
H -3.54640 3.44279 0.45907 -0.09 0.08 -0.14 0.47
H -5.07194 2.52813 0.40116 -0.10 -0.11 0.03 0.41
H -2.60644 -1.75199 1.83608 0.16 -0.18 -0.28 0.36
H -4.13444 -0.41946 3.51428 -0.13 0.18 0.15 0.33
C 6.05719 -1.61665 -2.67626 -0.16 -0.08 -0.18 0.64
F 7.25751 -1.34872 -2.16419 0.05 0.03 0.05 -0.21
F 5.93165 -0.95903 -3.83053 0.04 0.02 0.02 -0.23
F 5.98550 -2.92443 -2.92924 0.04 0.01 0.03 -0.23
S 4.76295 -1.09957 -1.47251 0.28 -0.04 -0.07 1.04
O 4.92078 0.31830 -1.33295 -0.11 0.17 -0.09 -0.64
O 4.98736 -1.90180 -0.30666 -0.09 -0.17 0.05 -0.64
N 3.51192 -1.54217 -2.35124 -0.23 0.26 0.48 -0.40
S 2.06482 -1.33345 -1.78863 0.42 -0.37 -0.53 0.86
O 1.62023 0.03544 -1.68900 0.01 0.28 0.07 -0.64
O 1.68240 -2.19300 -0.69985 0.20 -0.14 0.10 -0.63
C 1.13208 -1.99959 -3.23409 0.35 0.17 0.11 0.68
F 1.39067 -3.28035 -3.47473 -0.11 0.02 0.12 -0.23
F 1.35496 -1.31314 -4.35164 -0.07 0.06 0.05 -0.23
F -0.16254 -1.86502 -2.90073 -0.28 -0.24 -0.36 -0.26
```
Forces are in eV/Å.

The HOMO-LUMO gap is 7.3 eV. The calculation puts the highest occupied orbital energy at -8.7 eV. The LUMO energy comes out at -1.4 eV.

=====

Record 4
Entry from OMol25: 2 unconnected molecules or ions with the total composition C7H11BrN5 (ωB97M-V with the def2-TZVPD basis set).

Geometry as XYZ:
```
24
Properties=species:S:1:pos:R:3:forces:R:3:mulliken_charge:R:1
C 0.34249 1.60219 0.13758 1.50 1.54 -1.64 -0.32
C -0.23442 0.68778 1.09741 -0.97 0.32 1.08 0.74
C -1.79385 0.71625 1.17504 0.78 -0.77 -0.59 0.49
C -2.09904 -1.56914 1.71812 0.68 -4.80 1.17 0.55
C 1.61964 2.00847 0.20935 -0.96 -3.11 3.62 -0.97
C 1.52216 -1.12346 -1.67802 -0.84 -0.17 2.11 0.64
C 1.62506 -0.91781 -3.15301 1.67 -2.09 1.01 -1.09
N -2.38531 -0.41591 1.54169 -1.19 4.59 -0.96 -0.48
N -1.90626 -2.71531 1.94475 -0.51 -0.09 0.39 -0.32
N 0.46807 0.01964 1.92453 -0.57 0.16 -0.45 -0.63
N -2.48573 1.80359 0.81499 1.67 -3.23 1.33 -0.28
N 2.20797 -1.25923 -0.66362 0.89 0.35 -2.70 -0.55
Br -0.53980 -1.15403 -1.32589 -0.48 -0.31 -0.23 -0.30
H -0.14769 2.00142 -0.78365 -0.36 -0.76 1.13 0.31
H 2.03978 2.56096 -0.49913 1.42 2.52 -3.01 0.38
H 2.34527 1.66780 0.98223 -0.94 0.21 -0.37 0.26
H 1.71186 -1.93756 -3.62204 -1.18 0.99 0.16 0.30
H 2.59427 -0.56923 -3.37086 1.41 0.91 -0.07 0.39
H 0.91321 -0.19788 -3.44687 -0.98 0.13 -0.81 0.38
H -2.26170 -3.59963 2.37395 0.56 1.48 -0.82 0.34
H -0.07547 -0.49888 2.61911 0.08 0.14 -0.15 0.22
H -1.89418 2.61009 0.76681 -0.61 0.97 -0.31 0.30
H -3.47341 1.67860 0.95989 -0.42 1.05 -0.21 0.30
H 1.90708 -1.39868 0.27763 -0.64 -0.01 0.33 0.32
```
Forces are in eV/Å.

The HOMO-LUMO gap is 7.8 eV. Its charge is +1. The calculation puts the highest occupied orbital energy at -12.7 eV. The LUMO energy comes out at -4.9 eV. As for the energy above the lowest of the compared OMol25 structures with the same formula, charge and spin: 0.00 kcal per mole.

=====

Record 5
Entry from OMol25: 2 unconnected molecules or ions with the total composition C7H11Cl (ωB97M-V with the def2-TZVPD basis set).

Geometry as XYZ:
```
19
Properties=species:S:1:pos:R:3:forces:R:3:mulliken_charge:R:1
C -0.31405 1.67935 1.87682 0.58 -0.65 -2.65 -1.02
C -0.77925 1.04831 0.79910 0.29 1.08 0.33 0.06
C -1.34855 0.45532 -0.23034 0.56 0.00 2.04 0.98
C -2.48868 1.01146 -1.01254 2.71 3.48 -1.66 -1.38
C -1.06262 -1.00000 -0.51213 4.59 1.80 2.79 -1.33
H -0.81775 1.51200 2.75600 -1.26 -0.33 2.07 0.28
H 0.57767 2.29470 1.99880 -0.11 -0.16 -0.68 0.29
H -2.56136 0.47172 -1.91822 -0.27 -0.50 -1.12 0.38
H -3.37438 0.99466 -0.52735 -2.89 -0.53 1.78 0.35
H -2.40205 2.15568 -1.29696 0.29 -2.21 0.53 0.29
H -0.14132 -1.43873 0.11287 -2.21 0.96 -1.51 0.20
H -0.90289 -1.03344 -1.51726 1.12 -0.52 -2.97 0.43
H -1.90530 -1.51227 -0.37984 -3.42 -2.44 1.06 0.50
C 3.28158 -1.81005 -0.08545 -0.45 1.80 -3.69 -0.50
C 2.60258 -0.70259 0.11196 -0.56 2.44 2.01 -0.17
Cl 2.27260 0.61583 -0.97647 0.15 -0.46 -0.66 -0.16
H 3.68078 -2.14458 -1.06728 -0.42 0.38 0.89 0.23
H 3.41525 -2.34712 0.74346 0.71 -2.45 2.95 0.31
H 2.26775 -0.25026 1.12483 0.60 -1.69 -1.52 0.28
```
Forces are in eV/Å.

The HOMO-LUMO gap is 9.9 eV. The calculation puts the highest occupied orbital energy at -8.9 eV. The LUMO energy comes out at 1.0 eV. As for the energy above the lowest of the compared OMol25 structures with the same formula, charge and spin: 79.59 kcal per mole.

=====

Taking the records one at a time from the top gives electronic energy values of -27718.4290; -12208.3082; -162376.0922; -84920.8533; -19955.9783 eV.